Record 1
ORCA calculation (wB97M-V/def2-TZVPD) on C2H3N3O2 in the gas phase at a distorted geometry.

## Properties
E_LUMO in hartree: -0.0081
Structure (SMILES): N=C=NC(=O)ON
Relative energy (zero: lowest compared OMol25 entry of this formula, charge and spin) in kcal/mol: 131.5
HOMO-LUMO gap in eV: 9.00

Last column: Mulliken charge in e.
Cartesian coordinates (Å):
O: -0.517351 0.664670 1.368783  -0.212
O: 0.971402 -0.818187 0.496573  -0.612
N: 0.050643 0.487704 2.652613  -0.403
N: -0.470070 0.542831 -0.739574  -0.369
N: -0.341966 -0.648792 -3.305852  -0.121
C: -0.500789 -0.314506 -2.203546  0.209
C: 0.092971 -0.006896 0.338243  0.697
H: 0.330043 1.419451 2.965885  0.243
H: -0.498758 -1.234030 -4.097378  0.302
H: 0.883875 -0.092244 2.524253  0.265

Forces on atoms 1 to 3 (eV/Å):
O -0.15 0.21 -0.21
O 0.18 -0.45 0.19
N 0.30 -0.31 0.33



Record 2
ORCA calculation (wB97M-V/def2-TZVPD) on a 2-piece molecular cluster, C2H3N3O2 overall at a distorted geometry.

## Properties
E_LUMO (alpha / beta) in hartree: -0.0619 / -0.0618
Relative energy (zero: lowest compared OMol25 entry of this formula, charge and spin) in kcal/mol: 205.2
HOMO-LUMO gap (alpha / beta) in eV: 6.03 / 6.05

Last column: Mulliken charge in e.
Cartesian coordinates (Å):
O: -0.607042 -2.360721 0.336172  -0.183
O: 2.397292 -0.435256 -0.160667  -0.817
N: 0.495826 1.120916 -0.044190  -0.222
N: -1.849484 0.784141 0.037253  -0.385
N: -0.688628 1.192417 0.090254  0.503
C: -1.359941 -1.530242 0.145814  0.741
C: -2.241833 -0.533869 0.171452  -0.532
H: 1.182762 1.305651 0.659207  0.354
H: -3.222259 -0.608512 -0.112302  0.352
H: 2.559843 -1.268629 -0.542646  0.188

Forces on atoms 1 to 3 (eV/Å):
O 0.36 -0.53 -0.28
O -1.14 2.69 1.27
N 0.06 -0.92 -2.29



Record 3
ORCA calculation (wB97M-V/def2-TZVPD) on C2H3N3O3 in the gas phase at a distorted geometry.

## Properties
E_LUMO in hartree: 0.0081
Structure (SMILES): O=c1nc(O)[nH]n1O
Relative energy (zero: lowest compared OMol25 entry of this formula, charge and spin) in kcal/mol: 24.3
HOMO-LUMO gap in eV: 10.22

Last column: Mulliken charge in e.
Cartesian coordinates (Å):
O: 0.472462 2.106182 0.342950  -0.418
O: 0.336893 -2.395047 0.855951  -0.469
O: -1.360373 1.173648 -1.253584  -0.563
N: -0.801455 -0.925001 -0.488637  -0.494
N: 0.698345 0.815989 -0.211941  0.097
N: 0.914810 -0.169854 0.725876  -0.087
C: 0.147498 -1.192891 0.378133  0.443
C: -0.558057 0.418976 -0.784467  0.495
H: -0.229050 -2.446065 1.603825  0.370
H: -0.419264 2.361091 0.017799  0.340
H: 1.837919 -0.397732 1.076755  0.286

Forces on atoms 1 to 3 (eV/Å):
O 0.62 -0.17 0.33
O 1.26 -0.79 0.11
O 0.36 0.91 -0.39



Record 4
ORCA calculation (wB97M-V/def2-TZVPD) on C2H3N3O3 in the gas phase at a distorted geometry.

## Properties
E_LUMO in hartree: 0.0062
Structure (SMILES): [H]/N=c1/oc(=O)on1N
Relative energy (zero: lowest compared OMol25 entry of this formula, charge and spin) in kcal/mol: 66.6
HOMO-LUMO gap in eV: 10.23

Last column: Mulliken charge in e.
Cartesian coordinates (Å):
O: 1.201106 -0.931729 -0.146837  -0.304
O: 3.183442 -0.001790 0.143928  -0.466
O: 1.189826 1.271113 -0.261065  -0.286
N: -1.046201 -1.439978 0.044958  -0.477
N: -1.065070 1.664173 0.189950  -0.655
N: -0.247249 -0.413148 -0.520406  0.160
C: 2.016099 0.091272 -0.120161  0.597
C: -0.058345 0.938836 -0.195887  0.578
H: -2.122250 1.451915 0.005689  0.253
H: -1.053809 -1.290444 1.292835  0.298
H: -1.997544 -1.340218 -0.432999  0.301

Forces on atoms 1 to 3 (eV/Å):
O -1.81 -0.33 -1.20
O -1.80 1.31 -0.94
O 3.05 0.27 0.18



Record 5
ORCA calculation (wB97M-V/def2-TZVPD) on a 2-piece molecular cluster, C2H3N3O4 overall at a distorted geometry.

## Properties
E_LUMO in hartree: -0.0629
Relative energy (zero: lowest compared OMol25 entry of this formula, charge and spin) in kcal/mol: 118.8
HOMO-LUMO gap in eV: 8.41

Last column: Mulliken charge in e.
Cartesian coordinates (Å):
O: 0.602188 -0.444481 3.331038  -0.502
O: -0.059990 0.307699 1.011016  -0.125
O: -0.219495 -2.166102 0.634765  -0.578
O: 2.028118 -1.873034 2.557889  -0.508
N: 1.232372 -1.017868 2.471706  0.988
N: -2.423627 -2.050076 -0.260532  -0.515
N: -0.380740 0.973379 -0.223652  -0.524
C: 0.824198 -0.596413 1.047669  0.209
C: -1.368856 -2.047387 0.217217  0.513
H: -1.324618 1.350821 0.014504  0.323
H: -0.633318 0.175699 -0.997774  0.324
H: 1.606709 -0.838772 0.272193  0.395

Forces on atoms 1 to 3 (eV/Å):
O 0.48 -0.21 0.17
O 0.12 0.47 0.73
O 3.37 0.37 1.34



Record 6
ORCA calculation (wB97M-V/def2-TZVPD) on a 2-piece molecular cluster, C2H3N3OS overall at a distorted geometry.

## Properties
E_LUMO (alpha / beta) in hartree: 0.0090 / -0.0309
Relative energy (zero: lowest compared OMol25 entry of this formula, charge and spin) in kcal/mol: 125.2
HOMO-LUMO gap (alpha / beta) in eV: 9.65 / 8.31

Last column: Mulliken charge in e.
Cartesian coordinates (Å):
S: 1.834528 -0.991043 -0.142631  -0.111
O: -1.777196 -1.253830 0.166607  -0.337
N: -2.758680 -0.551448 -0.188144  -0.137
N: 1.868461 1.468872 0.386540  -0.337
N: 0.518603 1.102574 0.444375  -0.287
C: 0.397858 -0.120158 0.141708  0.387
C: 2.666400 0.483757 0.039311  -0.114
H: 3.681547 0.667712 -0.211798  0.437
H: -3.198513 -0.868909 -1.063562  0.259
H: -3.233007 0.062474 0.427598  0.240

Forces on atoms 1 to 3 (eV/Å):
S -0.04 -0.79 -0.55
O 0.86 -0.02 0.82
N -0.30 -1.14 -2.16



Record 7
ORCA calculation (wB97M-V/def2-TZVPD) on C2H3N3OS as an isolated structure at a distorted geometry.

## Properties
E_LUMO in hartree: -0.0235
Relative energy (zero: lowest compared OMol25 entry of this formula, charge and spin) in kcal/mol: 183.4
HOMO-LUMO gap in eV: 8.66

Last column: Mulliken charge in e.
Cartesian coordinates (Å):
S: -1.751572 -0.410467 -0.395951  -0.125
O: 0.491166 -1.418156 0.602679  -0.184
N: -0.273938 -0.137846 0.574731  -0.001
N: -0.067358 2.095976 0.220421  -0.506
N: 1.663329 -1.039951 -0.268699  -0.201
C: 1.833207 0.258952 -0.347569  -0.067
C: 0.498870 0.995896 0.066183  0.336
H: 3.027132 0.360694 -1.105174  0.296
H: 0.633183 2.928974 -0.119299  0.274
H: -2.811174 0.666708 0.741408  0.178

Forces on atoms 1 to 3 (eV/Å):
S -1.28 2.50 3.38
O 1.07 4.18 -2.89
N -0.91 -1.30 -0.55



Record 8
ORCA calculation (wB97M-V/def2-TZVPD) on C2H3N3OS in the gas phase at a distorted geometry.

## Properties
E_LUMO in hartree: 0.0119
Structure (SMILES): On1[nH]cnc1=S
Relative energy (zero: lowest compared OMol25 entry of this formula, charge and spin) in kcal/mol: 48.5
HOMO-LUMO gap in eV: 8.85

Last column: Mulliken charge in e.
Cartesian coordinates (Å):
S: 0.195564 2.366689 1.182597  -0.445
O: -1.847555 0.603487 -0.106396  -0.378
N: 1.544196 0.094411 0.344501  -0.437
N: -0.180082 -1.042061 -0.488766  -0.237
N: -0.551953 0.274062 -0.290965  0.304
C: 0.435966 0.928396 0.373061  0.185
C: 1.122326 -1.024404 -0.135003  0.023
H: -0.627033 -1.507184 -1.264916  0.273
H: 1.740920 -1.892338 -0.300071  0.402
H: -1.832349 1.198940 0.685958  0.309

Forces on atoms 1 to 3 (eV/Å):
S -0.05 -0.57 -0.37
O -0.73 -0.32 0.00
N 0.00 0.15 0.48



Record 9
ORCA calculation (wB97M-V/def2-TZVPD) on C2H3N3OS2 in the gas phase at a distorted geometry.

## Properties
E_LUMO in hartree: 0.0016
Structure (SMILES): [H]/N=c1/oc(S)nn1S
Relative energy (zero: lowest compared OMol25 entry of this formula, charge and spin) in kcal/mol: 89.6
HOMO-LUMO gap in eV: 9.47

Last column: Mulliken charge in e.
Cartesian coordinates (Å):
S: -1.398329 -2.231933 1.693559  -0.214
S: -0.471263 1.285015 -2.243322  -0.117
O: 0.142917 -0.181216 1.123991  -0.305
N: -0.807168 -0.887611 -0.752112  -0.470
N: 1.526156 1.497925 0.491023  -0.595
N: 0.244884 -0.042398 -1.239181  0.077
C: -0.668502 -1.113034 0.495901  0.497
C: 0.806643 0.527600 0.079889  0.443
H: 2.340301 1.640920 -0.470668  0.309
H: -0.019308 -2.292639 2.118129  0.194
H: -1.696331 1.797371 -1.297209  0.181

Forces on atoms 1 to 3 (eV/Å):
S 2.57 0.53 -0.66
S -1.82 -0.03 2.54
O 0.86 -0.31 -1.60



Record 10
ORCA calculation (wB97M-V/def2-TZVPD) on C2H3N3S in the gas phase at a distorted geometry.

## Properties
E_LUMO (alpha / beta) in hartree: -0.0205 / -0.0204
Relative energy (zero: lowest compared OMol25 entry of this formula, charge and spin) in kcal/mol: 148.9
HOMO-LUMO gap (alpha / beta) in eV: 7.24 / 7.24

Last column: Mulliken charge in e.
Cartesian coordinates (Å):
S: -2.717627 0.269751 -0.371577  -0.105
N: 1.211979 -0.134731 -0.592392  -0.791
N: -0.063995 -0.175119 -0.284754  0.667
N: -0.628138 -1.302498 -0.161414  -0.085
C: -1.719490 -0.781754 0.646875  -0.516
C: -1.130770 0.593954 0.402200  -0.100
H: -0.938163 1.315508 1.085743  0.450
H: 1.458093 0.848891 -0.782707  0.238
H: -0.230923 -2.083237 -0.595708  0.243

Forces on atoms 1 to 3 (eV/Å):
S 0.04 0.64 -0.80
N -1.91 1.24 0.18
N 4.63 0.97 -1.44



What are the E values for these records? In order: -392.58392; -392.46653; -467.92552; -467.85817; -542.97759; -715.49670; -715.40403; -715.61899; -1113.73471; -640.22248 Eh.